48
Properties=species:S:1:pos:R:3 method="wB97M-V/def2-TZVPD" e_above_lowest_kj_mol=2.93 total_charge=0 energy_ev=-32269.7554 e_lumo_ev=0.48 smiles="Cc1ccc(C(=O)Nc2ccccc2C(=O)N[C@H](C(=O)O)C(C)C)cc1"
C 6.079 0.388 2.419
C 5.079 -0.074 1.406
C 3.755 0.344 1.469
C 2.826 -0.067 0.531
C 3.210 -0.912 -0.507
C 4.542 -1.317 -0.584
C 5.460 -0.910 0.362
H 6.486 -1.241 0.292
H 4.835 -1.960 -1.400
C 2.293 -1.396 -1.578
O 2.713 -1.773 -2.656
N 0.973 -1.379 -1.226
C -0.135 -1.740 -1.971
C -0.028 -2.411 -3.190
C -1.157 -2.798 -3.881
C -2.419 -2.534 -3.370
C -2.542 -1.844 -2.181
C -1.418 -1.416 -1.475
C -1.563 -0.635 -0.221
O -0.726 -0.631 0.678
N -2.668 0.137 -0.144
H -3.363 0.119 -0.875
C -3.021 0.885 1.038
C -4.446 0.511 1.408
O -5.299 0.253 0.600
O -4.655 0.497 2.722
H -5.574 0.260 2.926
H -2.337 0.595 1.842
C -2.913 2.410 0.786
C -3.331 3.199 2.022
H -3.167 4.261 1.854
H -2.744 2.892 2.885
H -4.383 3.052 2.251
C -1.480 2.757 0.390
H -1.396 3.823 0.190
H -0.795 2.498 1.193
H -1.181 2.217 -0.505
H -3.584 2.657 -0.044
H -3.530 -1.667 -1.780
H -3.302 -2.864 -3.895
H -1.053 -3.325 -4.817
H 0.954 -2.629 -3.575
H 0.729 -1.067 -0.286
H 1.812 0.296 0.615
H 3.445 1.002 2.269
H 6.826 -0.381 2.604
H 5.594 0.645 3.357
H 6.596 1.276 2.051